(1)
This record from the Open Molecules 2025 dataset describes C21H28NO3 as an isolated structure. The level of theory is the ωB97M-V functional and the def2-TZVPD basis.

* Kohn-Sham gap: 7.19 eV
* relative energy (zero: lowest compared OMol25 entry of this formula, charge and spin): 484.2 kcal per mole

ORCA input file:
```
! RIJCOSX wB97M-V def2-TZVPD def2/J DEFGRID3
* xyz 1 1
C -4.7958 -2.7112 -0.8895
H -4.8129 -3.2266 -0.0235
H -4.4897 -3.3698 -1.7615
H -5.7256 -2.2464 -1.2478
C -3.6741 -1.8870 -1.0642
C -4.0219 -0.7381 0.2034
N -2.9467 0.1946 0.3870
H -2.7535 0.8005 -0.8151
C -3.1204 1.4339 1.0974
H -2.8246 1.0053 2.1925
H -4.1689 1.9295 1.1479
C -2.2680 2.7040 0.7455
O -2.1923 2.5563 -0.6711
H -1.8409 3.6782 -0.7956
H -2.5774 3.4856 1.2132
C -0.7947 2.3616 1.4887
O -0.1711 1.0052 0.9596
C 0.4912 1.0127 -0.1580
C 1.1504 2.2364 -1.0280
C 1.8151 1.9443 -1.9525
C 2.0884 0.6007 -2.5620
C 1.5149 -0.3654 -1.5972
C 0.8207 -0.1411 -0.5796
C 0.2175 -1.3325 0.3150
O -0.8619 -1.1925 0.3572
C 1.2640 -2.5242 0.3959
H 1.7084 -3.0415 -0.5024
H 0.6171 -3.2132 0.7541
C 2.1550 -2.1950 1.5838
C 3.2135 -1.1390 1.0529
C 3.1023 0.3160 1.3968
C 3.9079 1.1597 0.8355
C 4.9182 0.9106 0.0246
C 4.9707 -0.5587 -0.4780
C 4.1117 -1.4749 0.0342
H 4.2809 -2.2227 -0.2866
H 5.7684 -0.6789 -1.3628
H 5.5485 1.6541 -0.1072
H 3.8468 2.2392 1.3535
H 2.2412 0.5813 2.2961
H 2.8719 -3.1408 1.8811
H 1.5810 -1.7450 2.6112
H 1.7438 -1.5079 -2.0534
H 2.7038 0.2897 -3.3100
H 2.1359 2.7983 -2.6909
H 1.0063 3.0857 -0.6893
H -0.6665 2.2123 2.4965
H 0.0416 3.0950 1.1311
H -1.9235 -0.1458 0.3203
H -5.0280 -0.0559 -0.0220
H -4.0354 -1.0775 1.0821
H -2.7487 -2.1896 -0.7238
H -3.3946 -1.1695 -1.9854
*
```

Atom charges from the natural (NBO) analysis, given in e for atoms 1 to 2: number 1, C, carries -0.64; number 2, H, carries 0.23

=====

(2)
This record from the Open Molecules 2025 dataset describes C5H7FO in the gas phase. The level of theory is the ωB97M-V functional and the def2-TZVPD basis.

* Kohn-Sham gap: 9.80 eV
* relative energy (zero: lowest compared OMol25 entry of this formula, charge and spin): 35.1 kcal per mole
* SMILES: C=C1OCC[C@H]1F

ORCA input file:
```
! RIJCOSX wB97M-V def2-TZVPD def2/J DEFGRID3
* xyz 0 1
C 0.9736 1.7016 -1.0622
C 0.3349 0.7006 -0.5029
O -0.6969 0.1416 -1.1089
C -1.2003 -0.9016 -0.4282
C -0.5238 -0.7311 0.9797
C 0.7009 -0.1192 0.6762
F 1.7369 -0.9725 0.2450
H 0.5220 2.0808 -1.9583
H 1.7279 2.1016 -0.5410
H -2.2412 -0.8895 -0.3782
H -0.9779 -1.9195 -0.7923
H -0.2790 -1.6565 1.4912
H -0.9548 -0.1508 1.7861
H 0.8777 0.6146 1.5937
*
```

Atom charges from the natural (NBO) analysis, given in e for atoms 1 to 2: number 1, C, carries -0.47; number 2, C, carries 0.27

=====

(3)
This record from the Open Molecules 2025 dataset describes a 2-piece molecular cluster, C2HF2NO3 overall. The level of theory is the ωB97M-V functional and the def2-TZVPD basis.

* Kohn-Sham gap: 10.01 eV
* relative energy (zero: lowest compared OMol25 entry of this formula, charge and spin): 10.5 kcal per mole

ORCA input file:
```
! RIJCOSX wB97M-V def2-TZVPD def2/J DEFGRID3
* xyz 0 1
C -2.6582 -1.2597 -0.2431
C 0.9628 1.0310 -0.7659
N 0.5148 0.2350 0.1448
O -0.6249 0.1509 0.5938
O -3.1566 -1.3555 0.7665
O 1.5063 -0.5620 0.7184
F 2.1989 0.9821 -1.2159
F 0.1658 1.8185 -1.4560
H 1.0910 -1.0404 1.4573
*
```

Atom charges from the natural (NBO) analysis, given in e for atoms 1 to 2: number 1, C, carries 0.51; number 2, C, carries 0.81

=====

(4)
This record from the Open Molecules 2025 dataset describes F14KN7Na5O28S14 as an isolated structure. The level of theory is the ωB97M-V functional and the def2-TZVPD basis.

* Kohn-Sham gap: 1.78 eV

ORCA input file:
```
! RIJCOSX wB97M-V def2-TZVPD def2/J DEFGRID3
* xyz -1 1
Na 9.7236 -0.7581 8.5650
Na 0.8267 -9.1797 12.8987
Na 4.0574 -0.4448 17.9796
Na 1.1213 -1.7755 6.4382
Na -0.4549 -1.9473 15.9813
K 10.9812 -4.4338 11.9470
N 3.9722 -2.1159 14.1015
S 4.3643 -3.5308 13.7529
O 5.7579 -3.9082 13.5717
O 3.3936 -4.4185 13.1847
F 4.2006 -4.0064 15.2899
S 4.6955 -1.4810 12.7142
O 3.8583 -1.7632 11.5722
O 6.1730 -1.4710 12.5376
F 4.3518 0.0637 13.0177
N 7.3556 -6.5847 23.8260
S 6.0986 -5.9724 23.3172
O 4.7080 -6.5071 23.6808
O 6.1379 -5.4000 21.9678
F 6.3474 -4.6452 24.2038
S 7.1161 -7.9778 23.0252
O 7.3661 -7.8537 21.5872
O 6.1736 -8.9766 23.6177
F 8.5785 -8.6037 23.3952
N -0.4349 -10.2781 19.9353
S 0.5864 -9.6891 19.0320
O 0.2350 -9.2630 17.6800
O 1.9984 -9.9453 19.3868
F 0.4378 -8.1998 19.7520
S -0.4934 -11.6930 18.9705
O 0.6547 -12.5982 19.0822
O -1.1949 -11.6846 17.6779
F -1.5954 -12.5047 19.8580
N 8.9628 -5.5423 7.1818
S 9.7631 -6.8078 6.7753
O 10.2800 -6.8369 5.4410
O 9.4259 -8.0777 7.4228
F 11.0543 -6.3175 7.6496
S 7.6598 -6.0326 6.1961
O 7.0831 -7.3724 6.3428
O 7.7260 -5.4304 4.8747
F 6.4315 -5.0906 6.8044
N 5.4080 3.1021 20.8322
S 5.8603 4.5705 19.9973
O 7.2481 4.9618 19.8517
O 4.8975 5.6420 20.3348
F 5.3017 4.1629 18.5069
S 5.4859 3.7979 22.1908
O 4.3553 4.4583 22.7060
O 6.7951 4.2554 22.6926
F 5.3725 2.4103 23.0003
N -2.0368 0.7560 8.3829
S -3.7390 0.4148 8.3168
O -4.5664 1.3652 7.5609
O -4.4151 -0.3518 9.3238
F -3.5135 -0.7408 7.1940
S -2.2180 1.1990 9.8292
O -1.7962 0.1922 10.8686
O -3.2671 2.1717 10.2145
F -0.9015 2.0828 9.7445
N 3.9170 -12.0662 11.7574
S 5.3622 -11.4018 12.3973
O 6.7074 -11.8248 12.0271
O 5.1711 -10.7507 13.6505
F 5.2430 -10.0748 11.5671
S 4.3445 -13.4781 12.0452
O 4.5380 -13.8454 13.4771
O 5.2157 -14.0265 11.0044
F 2.8561 -14.1682 11.6765
*
```

Atom charges from the natural (NBO) analysis, given in e for atoms 1 to 2: number 1, Na, carries 1.00; number 2, Na, carries 1.00

=====

Record order is preserved below.
Max |F|: 0.3798 0.0984 0.0222 0.2255 Eh/bohr
Record order is preserved below.
Electronic energy: -29837.692 -10061.221 -15153.016 -295885.414 eV
Record order is preserved below.
HOMO level: -10.27 -8.84 -9.45 -6.41 eV